Entry 1:
This record from the Open Molecules 2025 dataset describes a molecular structure, C42H37AsN7O3PtS at a distorted geometry. The level of theory is ωB97M-V with the def2-TZVPD basis set.

HOMO-LUMO gap (spin up / spin down): 0.14038 / 0.14027 Eh
Net charge: +3
ΔE to the lowest compared entry with this formula, charge and spin: 86.7 kcal per mole
E_LUMO (spin up / spin down): -9.68 / -9.68 eV
E_HOMO (spin up / spin down): -0.496 / -0.496 Ha
F_max: 2.53 eV Å⁻¹

The geometry in XYZ format:
```
92
Properties=species:S:1:pos:R:3:mulliken_charge:R:1
Pt 2.168 -2.023 -0.050 0.9484
As 0.248 1.359 -2.577 1.4804
S 2.696 -0.655 2.154 -0.4320
O 0.737 -0.297 -2.244 0.5340
O 2.038 -3.467 1.649 -0.6134
O -5.846 1.967 5.244 -0.3678
N 4.884 -1.850 1.284 -0.5749
N -2.802 -3.510 3.941 -0.0857
N 2.815 -1.313 -1.960 -0.7855
N 4.582 -1.853 3.571 -0.3807
N 0.024 -2.605 0.128 -0.5173
N 4.350 -1.579 0.066 0.2249
N -3.834 -2.879 3.982 -0.4733
C -3.397 -0.664 4.817 -0.4668
C 3.693 4.367 -1.665 -0.6637
C 1.687 2.573 -2.229 1.0878
C 2.395 -0.022 -4.031 -1.3234
C -5.189 2.951 6.060 -0.8341
C 1.628 3.853 -2.775 -0.6967
C -1.662 1.333 1.113 -0.6141
C -2.930 1.825 0.825 -0.4899
C -0.986 -2.266 -0.657 -0.5860
C -1.260 2.327 -6.376 -0.7638
C -5.596 -1.312 3.913 -0.5366
C 0.627 -4.328 3.319 -0.8570
C -0.407 2.297 -5.282 -0.3205
C -3.265 2.192 -0.470 -0.9582
C -0.236 -3.057 1.371 -0.0555
C -2.331 2.059 -1.488 -0.5135
C -4.233 -1.638 4.188 0.4034
C 4.622 -0.338 -3.193 -0.9442
C -0.726 1.191 0.103 -0.4165
C -1.685 -3.574 3.274 0.2514
C 3.722 3.098 -1.100 -0.8679
C -2.309 -2.287 -0.217 -0.9676
C 3.719 0.210 -4.137 -0.5335
C -1.691 0.451 -4.371 -0.5227
C 2.642 4.752 -2.487 -0.8454
C -3.907 0.540 5.191 -0.4651
C 4.997 -1.464 -1.035 0.9788
C 1.851 -0.906 -2.954 0.1999
C -1.525 -3.051 1.916 1.3500
C -0.651 1.375 -4.271 0.3153
C 4.137 -1.531 2.365 0.5363
C -5.263 0.859 4.911 0.9394
C 6.469 -1.610 -1.210 -1.6525
C -2.576 -2.649 1.084 -0.2099
C 4.124 -1.059 -2.134 0.8923
C -0.604 -4.312 3.866 -0.7923
C -2.325 1.443 -6.460 -0.6613
C -6.073 -0.079 4.214 -0.6563
C 0.901 -3.612 2.105 0.8890
C 2.708 2.192 -1.366 -0.1590
C -2.522 0.479 -5.477 -0.7370
C -1.075 1.536 -1.200 0.2913
H 0.432 2.977 -5.222 0.4912
H -1.402 1.069 2.131 0.5367
H 2.693 1.213 -0.896 0.1520
H 5.420 -2.390 3.735 0.2053
H -3.106 -2.030 -0.900 0.5319
H -3.329 -0.234 -5.564 0.4601
H -6.235 -2.057 3.459 0.5194
H 0.268 0.811 0.318 0.3620
H -2.578 2.354 -2.500 0.4475
H -1.844 -0.272 -3.576 0.3128
H -3.661 1.919 1.617 0.5079
H -3.278 1.243 5.718 0.4474
H 6.931 -0.621 -1.259 0.3723
H 4.048 -1.572 4.375 0.2283
H -0.737 -1.980 -1.668 0.7865
H -3.595 -2.660 1.443 0.6043
H -3.013 1.504 -7.292 0.4261
H -4.246 2.588 -0.695 0.4544
H -1.104 3.057 -7.158 0.4551
H 2.602 5.753 -2.893 0.4568
H -2.371 -0.919 5.049 0.5209
H 1.692 0.324 -4.778 0.6730
H -7.090 0.202 3.976 0.5241
H 4.101 0.816 -4.947 0.5029
H -5.009 2.558 7.061 0.3881
H 5.786 -2.301 1.374 0.1880
H 5.678 -0.132 -3.266 0.4143
H -0.783 -4.818 4.806 0.5195
H 6.932 -2.150 -0.387 0.4431
H 1.438 -4.864 3.790 0.5104
H 4.486 5.069 -1.449 0.4397
H 4.528 2.821 -0.435 0.4982
H 0.776 4.157 -3.371 0.4623
H 1.431 -1.809 -3.431 0.1379
H 6.702 -2.133 -2.135 0.4255
H -4.248 3.278 5.619 0.3529
H -5.876 3.788 6.113 0.2601
```

Entry 2:
This record from the Open Molecules 2025 dataset describes a molecular structure, C34H31AsN5O6S2Ti at a distorted geometry. The level of theory is ωB97M-V with the def2-TZVPD basis set.

HOMO-LUMO gap (spin up / spin down): 0.19256 / 0.19264 Eh
Net charge: -1
ΔE to the lowest compared entry with this formula, charge and spin: 14.1 kcal per mole
E_LUMO (spin up / spin down): 1.97 / 1.97 eV
E_HOMO (spin up / spin down): -0.120 / -0.120 Ha
F_max: 2.42 eV Å⁻¹

The geometry in XYZ format:
```
80
Properties=species:S:1:pos:R:3:mulliken_charge:R:1
As -1.141 -2.782 -1.354 0.4996
Ti 0.159 0.041 0.190 -0.6767
S 1.088 0.881 -2.156 -0.5084
S -2.791 -0.783 2.402 0.5357
O -2.377 -1.024 0.984 -0.3710
O 0.077 -0.465 2.138 -0.1060
O 5.301 -4.661 0.294 -0.7586
O 4.685 -4.752 2.465 -0.7350
O -0.083 -1.662 -0.745 2.3620
O 0.896 -1.651 3.845 -0.7597
N -1.609 0.965 -2.018 -1.4120
N -1.235 1.035 -0.685 1.5536
N 0.363 1.957 1.072 0.4170
N -0.730 0.721 -4.128 -0.2922
N 2.200 -0.801 0.669 0.3688
C -0.930 2.469 1.100 1.2987
C -0.329 -6.833 -0.680 -0.8125
C 4.758 -4.243 1.332 0.4257
C -0.086 -3.015 -5.901 -0.4413
C 3.935 -2.941 1.146 0.2127
C -4.584 -0.935 2.339 -0.8861
C -3.041 -2.672 -1.170 0.4041
C -0.497 -4.442 -0.639 -0.2484
C 4.002 -2.203 -0.030 -0.7386
C -0.286 3.961 2.891 -0.0177
C 3.026 -2.525 2.113 -0.7420
C 1.143 -5.545 0.731 -0.6843
C -1.360 -3.382 -5.492 -0.6803
C -1.777 2.009 0.109 -1.4400
C -2.473 -2.295 3.300 -0.8608
C -5.781 -2.500 -0.924 -0.3879
C 2.156 -1.490 1.825 0.3401
C -1.252 3.468 2.079 -1.4680
C -0.774 -2.835 -3.232 0.7123
C 0.977 -1.185 2.722 0.2570
C 0.707 -6.767 0.246 -0.6666
C -5.102 -3.555 -0.330 -0.9677
C -0.550 0.866 -2.762 0.3619
C 0.842 -2.554 -4.978 -0.7258
C -1.709 -3.294 -4.152 -0.4875
C -0.930 -5.669 -1.134 -0.3076
C 0.534 -4.377 0.289 -0.0550
C 0.502 -2.461 -3.637 -0.4008
C -5.089 -1.523 -1.629 -0.9019
C -3.721 -3.636 -0.436 -0.3757
C 1.292 2.477 1.894 0.0089
C -3.711 -1.601 -1.756 -0.1921
C 1.049 3.474 2.792 -1.1029
C 3.136 -1.143 -0.222 -0.5443
H -3.017 -3.124 2.845 0.2767
H -3.190 -4.448 0.046 0.4164
H 1.210 -2.072 -2.915 0.1822
H -4.980 -1.037 3.349 0.4522
H -5.643 -4.309 0.227 0.3657
H -2.084 -3.736 -6.215 0.3884
H -2.274 3.819 2.142 0.3817
H -4.972 -0.027 1.883 0.3258
H 1.971 -5.489 1.428 0.4813
H -5.618 -0.688 -2.070 0.4376
H -1.398 -2.454 3.272 0.1073
H 1.831 -2.256 -5.299 0.4215
H -4.842 -1.801 1.727 0.0233
H 3.144 -0.563 -1.139 0.4610
H 2.956 -3.056 3.052 0.5398
H 1.189 -7.677 0.578 0.4241
H -1.599 1.102 -4.469 0.2624
H 0.887 -3.416 0.640 0.0758
H -3.159 -0.816 -2.266 0.2886
H -2.768 -2.154 4.340 0.4410
H -0.653 -7.791 -1.064 0.3864
H 1.839 3.845 3.427 0.3879
H 4.695 -2.511 -0.801 0.5077
H 2.278 2.026 1.812 0.4259
H 0.183 -3.084 -6.948 0.3770
H -0.532 4.722 3.622 0.3945
H -2.710 -3.572 -3.841 0.4078
H -1.713 -5.727 -1.882 0.4285
H -2.740 2.448 -0.120 0.2999
H -6.857 -2.433 -0.828 0.3703
H 0.081 0.936 -4.682 0.2587
```

Entry 3:
This record from the Open Molecules 2025 dataset describes a molecular structure, C35H28AsN2OZr at a distorted geometry. The level of theory is ωB97M-V with the def2-TZVPD basis set.

HOMO-LUMO gap (spin up / spin down): 0.17412 / 0.17482 Eh
Net charge: +1
E_LUMO (spin up / spin down): -3.31 / -3.31 eV
E_HOMO (spin up / spin down): -0.296 / -0.297 Ha
F_max: 3.60 eV Å⁻¹

The geometry in XYZ format:
```
68
Properties=species:S:1:pos:R:3:mulliken_charge:R:1
Zr 0.780 0.018 -0.008 0.8364
As -1.910 -0.704 -1.112 1.5347
O -1.244 0.029 0.230 0.0107
N 2.845 -0.266 -0.080 -0.1410
N 1.133 -0.624 1.955 -0.3132
C 0.271 -0.046 -2.746 0.0041
C 1.821 -0.079 4.620 -0.5545
C 1.373 -0.214 -3.570 -0.8167
C 0.525 -0.522 4.277 -0.8127
C -4.789 -4.010 0.589 -0.4533
C 5.095 -0.117 -0.936 -0.8673
C 0.367 2.904 3.115 -0.6223
C 1.208 2.053 -0.387 -1.2265
C 0.076 -2.465 -2.513 -0.6934
C 2.757 0.044 3.635 -0.9756
C 3.363 -0.131 1.215 0.4964
C -3.545 -1.978 0.827 -0.3781
C 1.193 -2.613 -3.319 -0.7101
C 0.238 -0.755 2.959 0.0783
C -2.914 0.679 -2.049 0.3868
C 2.428 -0.223 2.286 1.3269
C 3.748 -0.262 -1.095 0.1839
C 0.264 2.431 1.829 0.0313
C 1.402 2.438 0.952 1.2104
C -3.424 -3.235 -1.235 -0.1289
C -0.392 -1.181 -2.221 -0.3463
C -4.421 -2.912 1.353 -0.7859
C -4.320 2.609 -1.839 -0.7482
C -3.638 1.558 -1.252 -0.3733
C -4.273 2.775 -3.214 -0.4841
C 2.718 3.289 2.816 -0.6266
C 4.753 0.043 1.417 -0.8770
C 1.839 -1.497 -3.849 -0.2544
C -3.550 1.895 -4.005 -0.7460
C 5.621 0.046 0.366 -0.7080
C -4.287 -4.175 -0.694 -0.7380
C -3.046 -2.141 -0.463 0.3657
C -2.873 0.834 -3.429 -0.1231
C 2.635 2.868 1.505 -0.6098
C 1.593 3.329 3.625 -0.5693
H 1.662 3.695 4.638 0.4492
H -0.447 -3.338 -2.135 0.5041
H -3.226 -1.116 1.406 0.2765
H -0.514 2.941 3.742 0.4254
H 5.127 0.141 2.423 0.3508
H -4.796 3.601 -3.670 0.4089
H 2.693 -1.628 -4.495 0.4616
H -3.513 2.044 -5.074 0.4189
H 3.330 -0.371 -2.091 0.0174
H -0.220 -0.672 5.040 0.4597
H 1.561 -3.599 -3.549 0.4697
H 1.854 0.653 -4.003 0.3578
H -0.756 -1.098 2.671 0.3411
H 3.756 0.373 3.868 0.2802
H -0.156 0.954 -2.592 0.4503
H 2.063 0.158 5.644 0.4665
H 5.748 -0.114 -1.790 0.4522
H -4.817 -2.785 2.350 0.4161
H 3.670 3.608 3.220 0.4571
H -4.576 -5.039 -1.275 0.4179
H -4.880 3.301 -1.229 0.4125
H 6.681 0.157 0.521 0.4676
H -3.047 -3.345 -2.246 0.4317
H 3.512 2.862 0.870 0.5164
H -3.637 1.409 -0.174 0.3557
H -2.311 0.136 -4.044 0.4325
H -0.707 2.127 1.419 0.3143
H -5.470 -4.741 0.999 0.4060
```